A single C6H14 molecule, computed with ωB97M-V with the def2-TZVPD basis set.

The frontier orbital gap comes out at 11.84 eV. Its highest occupied orbital energy is -10.70 eV. As for the spin multiplicity: 1. As for the largest force on an atom: 0.9 eV/A. For the energy above the lowest of the compared OMol25 structures with the same formula, charge and spin, the calculation gives 0.311 eV. As for the net charge: 0.

Atoms and positions in Å:
C1 -1.835 0.937 0.056
C2 -0.740 -0.115 0.299
C3 -0.950 -1.364 -0.553
C4 0.683 0.467 0.307
C5 1.589 -0.426 1.151
C6 1.270 0.707 -1.082
H1 -1.477 1.973 0.006
H2 -2.486 0.749 -0.806
H3 -2.425 0.828 0.958
H4 -0.905 -0.452 1.336
H5 -0.706 -1.215 -1.611
H6 -2.004 -1.662 -0.498
H7 -0.351 -2.193 -0.164
H8 0.610 1.442 0.814
H9 1.713 -1.409 0.681
H10 1.149 -0.584 2.144
H11 2.580 0.017 1.282
H12 0.620 1.343 -1.696
H13 2.247 1.198 -1.007
H14 1.417 -0.240 -1.614

A 2-piece molecular cluster, C7H4O2S overall at a distorted geometry, computed with ωB97M-V with the def2-TZVPD basis set.

The frontier orbital gap (alpha / beta) comes out at 6.18 / 6.18 eV. Its highest occupied orbital energy (alpha / beta) is -7.48 / -7.49 eV. As for the spin multiplicity: 1. As for the largest force on an atom: 7.0 eV/A. For the energy above the lowest of the compared OMol25 structures with the same formula, charge and spin, the calculation gives 2.950 eV. As for the net charge: 0.

Atoms and positions in Å:
C1 -4.246 0.905 -0.244
C2 -3.334 0.464 -0.985
C3 1.895 -0.399 -0.048
C4 0.575 -0.293 -0.387
C5 2.178 -0.048 1.229
C6 -0.226 0.167 0.707
C7 -1.552 0.476 0.791
O1 -2.588 0.959 1.160
O2 -2.273 0.183 -1.326
S1 0.777 0.452 2.095
H1 -5.165 0.750 0.243
H2 2.591 -0.744 -0.710
H3 0.062 -0.486 -1.380
H4 3.190 -0.155 1.653

C28H29F3N4O2RuSb as an isolated structure at a distorted geometry, computed with ωB97M-V with the def2-TZVPD basis set.

The frontier orbital gap (alpha / beta) comes out at 7.77 / 7.38 eV. Its highest occupied orbital energy (alpha / beta) is -14.27 / -14.25 eV. As for the spin multiplicity: 2. As for the largest force on an atom: 1.2 eV/A. For the energy above the lowest of the compared OMol25 structures with the same formula, charge and spin, the calculation gives 0.000 eV. As for the net charge: +2.

Atoms and positions in Å:
Ru1 0.171 -0.004 0.093
N1 -1.234 -0.902 -1.382
C1 -2.465 -1.154 -0.590
C2 -2.915 0.160 -0.022
N2 -1.752 0.867 0.599
C3 -1.797 1.055 2.077
C4 -1.088 -0.080 2.763
N3 0.284 -0.130 2.213
H1 -0.925 -1.782 -1.788
H2 -1.444 -0.286 -2.167
H3 -3.253 -1.612 -1.190
H4 -2.194 -1.846 0.198
H5 -3.284 0.794 -0.830
H6 -3.733 0.041 0.688
H7 -1.769 1.800 0.202
H8 -1.270 1.986 2.299
H9 -2.825 1.170 2.423
H10 -1.085 0.062 3.845
H11 -1.573 -1.031 2.545
H12 0.822 0.666 2.553
H13 0.787 -0.957 2.536
O1 4.184 0.590 -0.141
C5 2.996 0.694 -0.048
O2 2.181 -0.316 0.236
C6 2.307 2.023 -0.243
C7 3.053 3.185 -0.219
C8 2.407 4.399 -0.397
C9 1.039 4.399 -0.628
C10 0.370 3.190 -0.648
N4 0.981 2.016 -0.446
H14 4.121 3.110 -0.066
H15 2.962 5.327 -0.367
H16 0.495 5.316 -0.798
H17 -0.690 3.162 -0.874
F1 2.613 -4.635 5.675
C11 2.261 -4.166 4.483
C12 3.224 -4.054 3.495
C13 2.850 -3.569 2.253
C14 1.526 -3.207 2.009
C15 0.580 -3.320 3.029
C16 0.942 -3.803 4.277
Sb1 0.967 -2.547 0.089
C17 -0.478 -3.988 -0.543
C18 -1.536 -4.383 0.281
C19 -2.450 -5.335 -0.135
C20 -2.301 -5.885 -1.398
F2 -3.176 -6.801 -1.802
C21 -1.276 -5.516 -2.247
C22 -0.364 -4.564 -1.810
C23 2.516 -2.993 -1.245
C24 2.921 -4.328 -1.265
C25 3.928 -4.734 -2.125
C26 4.502 -3.791 -2.959
F3 5.467 -4.174 -3.788
C27 4.110 -2.464 -2.962
C28 3.109 -2.065 -2.094
H18 4.245 -4.343 3.709
H19 3.601 -3.467 1.479
H20 -0.457 -3.052 2.859
H21 0.226 -3.912 5.081
H22 -1.646 -3.973 1.279
H23 -3.260 -5.668 0.500
H24 -1.196 -5.976 -3.223
H25 0.446 -4.281 -2.472
H26 2.461 -5.063 -0.614
H27 4.270 -5.759 -2.157
H28 4.594 -1.765 -3.631
H29 2.811 -1.027 -2.084

A single C4H6O2 molecule at a distorted geometry, computed with ωB97M-V with the def2-TZVPD basis set.

The frontier orbital gap comes out at 10.39 eV. Its highest occupied orbital energy is -9.76 eV. As for the spin multiplicity: 1. As for the largest force on an atom: 2.7 eV/A. For the energy above the lowest of the compared OMol25 structures with the same formula, charge and spin, the calculation gives 2.409 eV. As for the net charge: 0.

Atoms and positions in Å:
O1 -1.921 0.353 0.403
C1 -0.731 0.112 -0.265
C2 0.463 1.087 -0.098
C3 1.354 -0.086 0.343
O2 2.507 -0.170 0.676
C4 0.218 -1.061 0.105
H1 -2.157 -0.441 0.891
H2 -0.958 0.004 -1.359
H3 0.279 1.837 0.671
H4 0.792 1.563 -1.027
H5 0.108 -1.201 -0.990
H6 0.045 -1.996 0.648

C11H22CaN6O5 as an isolated structure at a distorted geometry, computed with ωB97M-V with the def2-TZVPD basis set.

The frontier orbital gap (alpha / beta) comes out at 5.20 / 4.37 eV. Its highest occupied orbital energy (alpha / beta) is -4.92 / -4.09 eV. As for the spin multiplicity: 1. As for the largest force on an atom: 3.3 eV/A. As for the net charge: 0.

Atoms and positions in Å:
O1 2.530 1.180 -1.465
H1 3.114 1.621 -2.100
Ca1 0.279 0.014 -0.080
N1 -1.956 -0.529 -1.118
N2 0.378 -0.624 -2.358
O2 -3.262 -0.804 -0.603
O3 1.545 -0.555 -3.121
C1 -1.951 -0.956 -2.380
C2 -0.667 -1.102 -3.033
C3 -3.236 -1.433 -2.941
C4 -0.528 -1.694 -4.389
H2 -4.042 -0.715 -2.750
H3 -3.526 -2.388 -2.478
H4 -3.131 -1.573 -4.020
H5 0.489 -2.061 -4.545
H6 -0.756 -0.934 -5.149
H7 -1.234 -2.521 -4.518
H8 -3.304 -0.460 0.306
H9 2.123 0.069 -2.582
O4 0.137 -2.232 0.546
H10 -0.706 -2.696 0.700
H11 0.857 -2.869 0.701
C5 1.385 2.090 -1.125
H12 1.263 2.116 -0.021
H13 0.471 1.768 -1.669
H14 1.619 3.112 -1.456
O5 -1.824 3.120 0.597
H15 -2.441 2.757 -0.063
H16 -1.721 2.360 1.236
N3 2.792 0.529 3.431
C6 3.953 0.472 2.671
C7 3.544 0.267 1.383
N4 2.160 0.196 1.344
C8 1.725 0.402 2.597
C9 0.329 0.453 3.030
N5 -0.782 0.503 2.263
C10 -1.854 0.355 3.139
C11 -1.390 0.247 4.420
N6 -0.017 0.336 4.338
H17 2.742 0.688 4.431
H18 4.939 0.601 3.095
H19 4.127 0.194 0.474
H20 -2.878 0.320 2.774
H21 -1.917 0.084 5.351
H22 0.618 0.291 5.135